Version P
Here is C2H6N6 in the gas phase from OMol25. Energies are from ωB97M-V with the def2-TZVPD basis set.

As for the structure (SMILES): C#CN1NNNNN1. As for the LUMO energy: 0.044 Eh. As for the charge: 0.

```
14
C2H6N6 (ωB97M-V with the def2-TZVPD basis set)
C 3.2238 0.0109 -0.0584
C 2.0246 -0.0757 -0.0530
N 0.7041 -0.0295 -0.1954
N -0.0642 -1.2589 0.3167
N -1.3015 -1.1396 -0.3262
N -1.9891 0.0526 0.2279
N -1.2664 1.1819 -0.2160
N -0.0040 1.1032 0.3918
H 4.2707 0.0070 -0.0905
H -0.1576 -1.1166 1.3321
H -1.8531 -1.9697 -0.1263
H -2.9206 0.0972 -0.1802
H -1.1876 1.1795 -1.2482
H 0.5208 1.9577 0.2257
```

---

Version Q
Here is C2H6N6 in the gas phase from OMol25. Energies are from ωB97M-V with the def2-TZVPD basis set.

As for the structure (SMILES): [H]/N=c1\nn[nH]n1NC. As for the LUMO energy: -0.023 Eh. As for the charge: 0.

```
14
C2H6N6 (ωB97M-V with the def2-TZVPD basis set)
H 0.1514 -2.6255 -0.3949
N 0.7986 -1.8750 -0.3026
C -0.0076 -0.9078 0.2451
N -1.3310 -1.0072 0.8212
N -2.0825 0.1547 0.6291
N -1.0699 1.0958 0.2335
N 0.2325 0.3488 0.3364
N 1.4917 1.0625 0.0262
C 1.4727 0.8042 -1.5092
H -1.0854 2.0224 0.5675
H 2.0423 0.1552 0.5310
H 1.8986 1.7968 -2.0984
H 1.7385 -0.2937 -1.7185
H 0.1877 1.1091 -1.5088
```

---

Energy ordering: version P at the bottom, the next structure 19.6 kJ/mol above.

---

Version P
Here is 2 unconnected molecules or ions with the total composition C2H6N6 from OMol25. Energies are from ωB97M-V with the def2-TZVPD basis set.

As for the LUMO energy (alpha / beta): -0.007 / -0.006 Eh. As for the charge: 0.

```
14
C2H6N6 (ωB97M-V with the def2-TZVPD basis set)
C 1.7010 -3.1038 0.4731
C 1.6865 -1.9012 0.5450
N -2.9011 1.5479 0.0792
N -1.7375 1.1087 -0.1062
N 1.2527 1.5231 -0.1085
N -1.4721 0.3298 -1.1202
N 1.2918 0.2673 -0.1620
N 1.9878 -0.5849 0.5646
H 1.6731 -4.1988 0.2825
H -3.0212 1.9497 1.0002
H -0.9058 1.1529 0.5491
H 1.9498 1.8768 0.5965
H -2.2354 0.1706 -1.7124
H 0.7303 -0.1380 -0.8810
```

---

Version Q
Here is a molecular structure, C2H6N6 from OMol25. Energies are from ωB97M-V with the def2-TZVPD basis set.

As for the LUMO energy: -0.016 Eh. As for the charge: 0.

```
14
C2H6N6 (ωB97M-V with the def2-TZVPD basis set)
C 0.3107 -0.5082 -0.2679
C -1.9756 0.3734 0.0799
H 3.7557 0.4447 -0.4023
H 2.6338 1.0511 1.2633
H 1.9319 -1.6874 0.0569
H -2.9233 1.0363 -0.1314
H -1.2086 2.2606 0.3508
H 0.9855 1.4140 -0.3733
N 2.3738 0.4584 0.1241
N 1.5671 -0.7858 0.0028
N -0.6090 -1.3895 0.3100
N -1.7894 -0.8817 -0.1695
N -0.9972 1.1866 0.3452
N 0.1424 0.8818 -0.5604
```

---

Energy ordering: version P at the bottom, the next structure 164.5 kJ/mol above.

---

Version P
Here is 2 unconnected molecules or ions with the total composition C2H2FN from OMol25. Energies are from ωB97M-V with the def2-TZVPD basis set.

As for the LUMO energy (alpha / beta): 0.003 / 0.003 Eh. As for the charge: 0.

```
6
C2H2FN (ωB97M-V with the def2-TZVPD basis set)
C -0.3805 0.8738 0.2273
C 0.3219 -0.2804 -0.1168
N -0.7950 -0.1966 0.7954
F 1.5575 -0.7018 0.3081
H -0.5721 1.8690 0.1490
H -0.1318 -1.5640 -1.3629
```

---

Version Q
Here is 2 unconnected molecules or ions with the total composition C2H2FN from OMol25. Energies are from ωB97M-V with the def2-TZVPD basis set.

As for the LUMO energy (alpha / beta): -0.043 / -0.036 Eh. As for the charge: 0.

```
6
C2H2FN (ωB97M-V with the def2-TZVPD basis set)
C 0.7698 -0.6772 1.5425
C 0.8095 0.0285 0.2927
N 0.7143 -0.9940 2.6124
F 1.8306 -0.1700 -0.5266
H -0.9074 -0.7520 -0.6686
H 0.3672 1.1408 0.3424
```

---

Energy ordering: version Q at the bottom, the next structure 58.2 kJ/mol above.

---

Version P
Here is 2 unconnected molecules or ions with the total composition C2H12NSi2 from OMol25. Energies are from ωB97M-V with the def2-TZVPD basis set.

As for the LUMO energy: -0.194 Eh. As for the charge: +1.

```
17
C2H12NSi2 (ωB97M-V with the def2-TZVPD basis set)
C -2.0893 0.0341 0.3662
C 1.4274 0.0958 0.9392
N 1.9831 0.5738 -0.1293
Si -3.7536 -0.1976 -0.5976
Si 3.7323 -0.1912 -0.7101
H -1.5993 -0.9929 0.4615
H -2.2159 0.2892 1.4357
H 1.8130 -0.6715 1.5942
H 0.5552 0.5022 1.3590
H -1.3472 0.7482 0.0582
H 1.6056 1.3801 -0.4752
H -4.6562 -0.7916 0.4767
H -4.1305 1.2876 -0.9904
H -3.4567 -1.2884 -1.5062
H 4.6034 -0.3675 0.4779
H 3.3206 -1.3989 -1.2475
H 4.2081 0.9887 -1.5122
```

---

Version Q
Here is a gas-phase ion, C2H12NSi2 (charge +1) from OMol25. Energies are from ωB97M-V with the def2-TZVPD basis set.

As for the structure (SMILES): C[N+](C)([SiH3])[SiH3]. As for the LUMO energy: -0.124 Eh. As for the charge: +1.

```
17
C2H12NSi2 (ωB97M-V with the def2-TZVPD basis set)
C 0.0000 -0.9280 1.1911
N 0.0000 -0.0660 0.0000
C 0.0000 -0.9280 -1.1911
Si 1.5585 0.9740 0.0000
Si -1.5585 0.9740 0.0000
H 0.0000 -0.3254 2.0961
H -0.8817 -1.5683 1.2011
H 0.8816 -1.5684 1.2011
H -0.0001 -0.3254 -2.0961
H 0.8817 -1.5683 -1.2011
H -0.8816 -1.5684 -1.2011
H 1.4375 1.7397 1.2313
H 2.6153 -0.0284 0.0014
H 1.4388 1.7377 -1.2327
H -2.6153 -0.0284 -0.0001
H -1.4381 1.7388 -1.2320
H -1.4383 1.7386 1.2321
```

---

Energy ordering: version Q at the bottom, the next structure 221.0 kJ/mol above.

---

Version P
Here is a molecular structure, C8H12NO from OMol25. Energies are from ωB97M-V with the def2-TZVPD basis set.

As for the LUMO energy: -0.154 Eh. As for the charge: +1.

```
22
C8H12NO (ωB97M-V with the def2-TZVPD basis set)
C -0.4721 4.0010 -0.7151
C 0.5517 -0.5188 1.3235
C 0.4772 0.9665 1.0449
C -1.3820 0.1189 -0.6770
C 0.7094 -1.2317 -0.1086
C -0.1087 -0.4662 -1.2511
C -0.3414 1.1296 -0.2352
C 0.2181 -2.7545 0.0780
N -0.6962 2.9003 -0.3937
O 0.5034 0.8569 -1.2246
H -0.2761 4.9696 -0.8558
H 1.3647 -0.8006 1.9181
H -0.3440 -0.8552 1.9213
H 0.0296 1.4649 1.9336
H 1.4704 1.4448 0.7579
H -2.0388 0.6080 -1.3774
H -1.8417 -0.4805 0.1266
H 1.7730 -1.1015 -0.3664
H 0.0804 -0.9914 -2.2604
H -0.1465 -3.1117 -0.8406
H -0.6905 -2.8601 0.7966
H 1.1600 -3.2881 0.4056
```

---

Version Q
Here is a gas-phase ion, C8H12NO (charge +1) from OMol25. Energies are from ωB97M-V with the def2-TZVPD basis set.

As for the LUMO energy: -0.189 Eh. As for the charge: +1.

```
22
C8H12NO (ωB97M-V with the def2-TZVPD basis set)
C -1.1651 -1.1299 1.0860
C -0.6961 -1.0880 -0.1516
C -0.8241 0.2194 1.7687
C -0.0216 0.2260 -0.3571
C -1.0226 0.5670 3.2085
C -0.9315 0.9535 -1.4115
C 1.7826 -0.7517 -2.0024
C 1.3584 0.0925 -0.9033
N -0.0805 0.8990 0.9731
O 2.2721 0.8490 -0.4102
H -1.7063 -1.9331 1.6109
H -0.7408 -1.9164 -0.8409
H -0.6178 -0.3495 3.6599
H -2.1196 0.6868 3.2522
H -0.5812 1.5026 3.2303
H -0.8628 0.5106 -2.3129
H -0.6706 2.0709 -1.6209
H -1.8657 0.8256 -1.0745
H 2.7027 -0.4758 -2.3144
H 1.0763 -0.6182 -2.8800
H 1.4778 -1.8708 -1.9334
H 3.2364 0.7308 -0.5765
```

---

Energy ordering: version Q at the bottom, the next structure 101.3 kJ/mol above.

---

Version P
Here is C5H10OS in the gas phase from OMol25. Energies are from ωB97M-V with the def2-TZVPD basis set.

As for the structure (SMILES): C=[S@](C)(=O)C1CC1. As for the LUMO energy (alpha / beta): 0.021 / 0.021 Eh. As for the charge: 0.

```
17
C5H10OS (ωB97M-V with the def2-TZVPD basis set)
C 0.0902 -1.6765 0.8260
S 0.7734 -0.1195 0.6263
C 2.2950 -0.4297 -0.4839
O 1.1478 1.2488 1.8661
C -0.3639 0.9207 -0.3809
C -1.5234 0.4801 -1.1808
C -1.6940 0.8447 0.2315
H -0.8327 -1.5238 1.5090
H 0.6474 -2.4674 1.3546
H 2.8724 0.4874 -0.2853
H 2.6103 -1.4015 -0.0138
H 1.6696 -0.5392 -1.4511
H 0.0933 1.8660 -0.6207
H -1.6596 -0.6287 -1.3052
H -1.9598 1.0571 -1.9904
H -2.3289 1.7365 0.3409
H -1.8372 0.1450 0.9576
```

---

Version Q
Here is C5H10OS in the gas phase from OMol25. Energies are from ωB97M-V with the def2-TZVPD basis set.

As for the structure (SMILES): CSCCCC=O. As for the LUMO energy: 0.035 Eh. As for the charge: 0.

```
17
C5H10OS (ωB97M-V with the def2-TZVPD basis set)
C -2.4428 1.8644 -0.2262
S -1.1500 0.9948 -1.1498
C 0.2178 0.8983 0.0823
C 0.3666 -0.4785 0.7023
C 0.7843 -1.5540 -0.3350
C 2.2439 -1.8686 -0.1790
O 3.1219 -1.2606 -0.7270
H -2.7235 2.7510 -0.7818
H -3.3081 1.2171 -0.1164
H -2.1197 2.1537 0.7725
H 0.0063 1.6910 0.7917
H 1.1179 1.1562 -0.4648
H -0.5360 -0.7937 1.2129
H 1.1270 -0.4062 1.4818
H 0.1781 -2.4494 -0.2146
H 0.6104 -1.2045 -1.3513
H 2.5060 -2.7109 0.5025
```

---

Version R
Here is C5H10OS in the gas phase from OMol25. Energies are from ωB97M-V with the def2-TZVPD basis set.

As for the structure (SMILES): CSCCCC=O. As for the LUMO energy: 0.035 Eh. As for the charge: 0.

```
17
C5H10OS (ωB97M-V with the def2-TZVPD basis set)
C -0.2676 2.2634 -2.2082
S -0.6640 1.3648 -0.6771
C 0.5030 -0.0363 -0.7676
C 1.2421 -0.1733 0.5620
C 0.3683 -0.6599 1.7161
C 0.1724 -2.1634 1.5881
O -0.8672 -2.6335 1.2304
H -0.3153 1.6059 -3.0687
H -1.0200 3.0403 -2.2469
H 0.6983 2.7466 -2.0855
H 1.2007 0.1852 -1.5688
H -0.0915 -0.9377 -0.8806
H 1.8238 0.7022 0.7763
H 2.0394 -0.9211 0.4306
H 0.6814 -0.1968 2.6548
H -0.6635 -0.2820 1.6666
H 1.0898 -2.7481 1.8125
```

---

Energy ordering: version Q at the bottom, the next structure 16.9 kJ/mol above.